(1)
Molecular formula: C21H38BeF9N2O15S4
Method: DFT, ωB97M-V with the def2-TZVPD basis set

Its HOMO energy is -1.7 eV. The LUMO energy is 0.0058 hartree.

```
! RIJCOSX wB97M-V def2-TZVPD def2/J DEFGRID3
* xyz -3 1
S -14.75 -26.21 -32.52
S -10.05 -27.21 -21.95
S -15.64 -23.77 -25.07
S -14.70 -31.81 -27.20
F -15.07 -21.43 -23.67
F -13.68 -33.48 -28.98
F -15.49 -23.64 -33.02
F -16.80 -22.49 -23.03
F -15.42 -34.32 -27.89
F -14.08 -24.59 -34.50
F -13.46 -34.09 -26.92
F -16.89 -21.23 -24.75
F -16.15 -25.07 -34.52
O -8.88 -27.89 -21.48
O -13.57 -30.93 -27.63
O -15.96 -31.41 -27.84
O -7.57 -22.44 -28.53
O -14.57 -23.43 -26.00
O -9.84 -26.06 -22.82
O -14.82 -31.80 -25.77
O -7.08 -29.80 -30.26
O -11.11 -27.08 -20.98
O -15.09 -24.68 -24.06
O -15.95 -26.41 -31.70
O -13.55 -26.02 -31.64
O -16.86 -24.35 -25.73
O -14.68 -27.36 -33.38
O -10.69 -28.06 -22.90
N -7.23 -31.15 -30.22
N -6.50 -22.70 -29.42
C -5.25 -31.81 -29.01
C -6.74 -33.97 -30.45
C -6.76 -31.94 -29.05
C -7.47 -33.23 -31.58
C -6.66 -20.41 -30.57
C -6.64 -21.93 -30.71
C -4.09 -23.24 -29.74
C -4.66 -21.50 -28.08
C -16.12 -22.10 -24.10
C -7.95 -22.31 -31.44
C -4.09 -22.38 -31.03
C -5.16 -23.90 -27.59
C -14.29 -33.59 -27.81
C -5.67 -31.50 -32.23
C -8.15 -31.11 -32.59
C -7.13 -31.75 -31.58
C -15.11 -24.72 -33.70
C -5.18 -22.81 -28.73
C -7.13 -33.40 -29.13
C -5.52 -22.50 -31.60
C -7.36 -31.48 -27.73
Be -10.43 -26.58 -27.08
H -6.69 -33.95 -28.30
H -3.24 -22.61 -31.68
H -5.34 -30.47 -32.14
H -3.97 -21.31 -30.85
H -4.13 -24.32 -29.94
H -4.22 -24.19 -27.13
H -5.73 -23.50 -31.97
H -5.70 -19.95 -30.34
H -5.67 -31.83 -33.26
H -7.28 -21.70 -27.99
H -7.94 -30.06 -32.75
H -4.56 -32.09 -29.80
H -4.73 -20.62 -28.71
H -9.16 -31.18 -32.18
H -8.73 -21.82 -30.85
H -8.02 -23.39 -31.55
H -7.09 -33.80 -32.43
H -4.77 -32.28 -28.15
H -4.87 -32.08 -31.75
H -5.43 -21.30 -27.33
H -6.19 -29.69 -30.62
H -5.65 -22.02 -32.57
H -7.31 -20.19 -29.73
H -8.53 -33.41 -31.40
H -8.41 -31.73 -27.61
H -7.23 -30.39 -27.68
H -5.78 -23.57 -26.75
H -5.01 -30.77 -28.81
H -8.04 -21.88 -32.44
H -3.18 -23.05 -29.17
H -5.64 -24.84 -27.84
H -6.77 -31.83 -26.88
H -7.01 -35.03 -30.49
H -7.11 -19.91 -31.43
H -5.67 -33.82 -30.58
H -3.70 -21.66 -27.59
H -8.16 -31.65 -33.54
H -8.20 -33.61 -29.13
*
```



(2)
Molecular formula: C21H38O27S7
Method: DFT, ωB97M-V with the def2-TZVPD basis set

Its HOMO energy is -9.6 eV. The LUMO energy is -0.0187 hartree.

```
! RIJCOSX wB97M-V def2-TZVPD def2/J DEFGRID3
* xyz 0 1
S 1.52 3.35 1.59
S 0.34 5.46 -3.59
S -5.21 -3.13 -2.22
S 0.84 -4.55 1.47
S 4.87 1.18 -1.72
S -4.17 -1.72 3.92
S 6.99 -2.04 2.08
O -5.34 -0.79 3.28
O -0.57 -4.69 0.72
O 1.16 -3.19 1.67
O -5.20 -1.52 -2.26
O 5.39 0.51 -0.60
O 6.12 -0.87 2.70
O 0.35 -5.19 2.86
O 0.97 4.42 0.54
O 3.42 1.80 -1.42
O 6.34 -2.57 0.92
O 1.50 3.83 2.92
O 5.57 2.59 -1.84
O 2.72 2.81 1.09
O 1.40 6.18 -4.15
O 0.28 2.38 1.37
O 0.69 3.89 -3.67
O -6.65 -3.21 -2.89
O -0.90 5.39 -4.56
O 4.82 0.52 -2.97
O -4.45 -1.89 5.29
O -4.18 -3.64 -3.05
O -2.98 -0.65 3.73
O -5.23 -3.49 -0.85
O 8.31 -1.52 2.04
O -3.97 -2.85 3.09
O -0.10 5.76 -2.28
O 1.81 -5.37 0.86
C 4.69 -0.97 2.61
C -2.10 -1.48 -0.44
C -1.62 -4.83 1.70
C 6.82 -3.25 3.38
C 0.22 -0.05 -1.01
C -6.76 -2.22 -3.90
C -4.80 0.47 2.93
C 4.05 0.33 2.99
C -1.46 4.07 -4.71
C -1.98 -0.82 -1.64
C 0.03 -0.62 0.24
C -0.99 -5.72 2.73
C -0.46 4.38 0.45
C -0.87 3.22 1.39
C -3.34 0.22 2.63
C -5.80 -1.07 -3.47
C 4.69 3.66 -2.19
C -1.07 -1.42 0.51
C -0.44 3.14 -4.04
C -0.78 -0.18 -1.96
C 3.30 3.03 -2.15
H -0.90 2.55 -3.23
H 4.29 0.68 4.00
H -2.81 1.16 2.78
H -6.42 -0.22 -3.19
H -1.68 2.66 0.94
H -0.64 0.09 -3.00
H -7.77 -1.85 -4.05
H 1.13 0.46 -1.31
H 2.97 0.16 3.00
H 4.91 4.12 -3.15
H -2.48 4.13 -4.34
H -3.12 -0.27 1.69
H -4.84 1.14 3.80
H 6.53 -2.76 4.30
H 4.14 1.11 2.24
H -5.33 0.95 2.11
H 4.32 -1.81 3.20
H 4.38 -1.28 1.61
H -0.84 5.34 0.80
H -6.42 -2.63 -4.85
H -5.07 -0.81 -4.24
H 7.74 -3.81 3.53
H -0.77 -6.72 2.34
H -1.19 -1.93 1.46
H 0.75 -0.50 1.04
H 2.84 2.73 -3.09
H 2.58 3.64 -1.60
H 6.06 -3.95 3.03
H -2.68 -0.97 -2.46
H -3.01 -2.04 -0.28
H -0.11 2.34 -4.70
H -1.89 -3.86 2.11
H -1.45 3.84 -5.78
H 4.82 4.41 -1.41
H -1.55 -5.69 3.66
H -2.41 -5.33 1.14
H -0.76 4.23 -0.58
H -1.11 3.63 2.37
*
```